1.
DFT (ωB97M-V/def2-TZVPD) results for 7 unconnected molecules or ions with the total composition C20H56N5O9 in a non-equilibrium geometry.

Values from the calculation:
Largest force on an atom: 3.9 eV Å⁻¹
Frontier orbital gap: 0.301 hartree
Total charge: -1
ΔE to the lowest compared entry with this formula, charge and spin: 0.0 kJ/mol
Highest occupied orbital energy: -5.503 eV
Molecular weight: 510.69 g/mol

Geometry (Å):
N -26.095 9.515 6.445
O -26.980 9.985 5.729
O -24.903 9.923 6.312
O -26.420 8.746 7.311
C -24.351 5.920 8.282
C -24.825 5.690 6.835
C -24.472 4.229 6.275
O -24.836 4.047 4.846
C -24.723 2.696 4.396
N -26.266 5.910 6.849
H -24.810 5.174 8.932
H -24.587 6.906 8.681
H -23.270 5.806 8.364
H -24.430 6.493 6.214
H -25.086 3.501 6.805
H -23.446 3.873 6.369
H -25.268 1.970 5.000
H -23.651 2.524 4.498
H -25.026 2.540 3.361
H -26.387 6.877 7.116
H -26.505 5.932 5.868
C -17.600 10.090 5.554
C -19.154 10.232 5.633
C -19.891 9.129 6.437
O -21.317 9.218 6.377
C -21.927 7.963 6.587
N -19.570 11.485 6.211
H -17.070 10.822 4.943
H -17.297 9.119 5.162
H -17.206 10.123 6.570
H -19.603 10.178 4.641
H -19.544 9.142 7.471
H -19.597 8.241 5.878
H -21.712 7.474 7.537
H -21.527 7.361 5.771
H -23.016 8.015 6.601
H -19.279 11.504 7.178
H -18.969 12.176 5.784
C -26.694 11.568 2.487
C -25.264 11.744 3.020
C -24.424 12.718 2.246
O -23.227 13.088 2.960
C -22.500 14.059 2.214
N -25.386 12.188 4.401
H -27.191 10.864 3.155
H -26.704 11.024 1.543
H -27.214 12.501 2.268
H -24.885 10.725 3.102
H -25.003 13.637 2.159
H -24.344 12.297 1.244
H -21.630 14.382 2.785
H -23.188 14.900 2.129
H -22.116 13.711 1.255
H -26.167 11.634 4.721
H -25.710 13.143 4.348
C -29.434 12.826 5.209
C -28.377 13.464 6.075
C -28.841 14.664 6.882
O -29.594 15.473 5.968
C -30.095 16.762 6.495
N -27.849 12.472 6.992
H -29.896 13.622 4.626
H -30.299 12.369 5.689
H -28.970 12.099 4.542
H -27.560 13.710 5.398
H -27.972 15.215 7.240
H -29.473 14.303 7.693
H -30.802 16.667 7.318
H -30.731 17.231 5.745
H -29.279 17.402 6.829
H -28.611 12.246 7.616
H -27.721 11.600 6.499
C -28.948 10.231 9.005
C -29.281 8.724 8.933
O -28.204 8.000 9.547
H -29.687 10.815 8.456
H -27.935 10.480 8.689
H -29.099 10.587 10.024
H -29.328 8.497 7.868
H -30.271 8.527 9.343
H -27.425 8.002 8.986
C -25.979 7.558 3.380
C -27.434 7.847 3.134
O -27.952 6.718 2.507
H -25.779 6.656 3.958
H -25.462 8.383 3.872
H -25.509 7.395 2.411
H -27.792 8.785 2.710
H -27.943 7.933 4.094
H -27.736 5.980 3.082

2.
DFT (ωB97M-V/def2-TZVPD) results for 2 unconnected molecules or ions with the total composition C3H9N2O in a non-equilibrium geometry.

Values from the calculation:
Largest force on an atom: 3.7 eV Å⁻¹
Frontier orbital gap (alpha / beta): 0.343 / 0.343 hartree
Total charge: +1
ΔE to the lowest compared entry with this formula, charge and spin: 629.9 kJ/mol
Highest occupied orbital energy (alpha / beta): -14.960 / -14.959 eV
Molecular weight: 89.12 g/mol

Geometry (Å):
C 0.627 -1.967 0.337
C 1.021 2.161 0.468
C -1.346 -0.957 0.288
N 0.055 1.268 -1.359
N 0.060 -0.844 0.224
O 0.464 2.311 -0.651
H 0.062 -2.849 0.528
H 1.684 -2.120 0.444
H 1.121 1.105 0.744
H 1.043 2.969 1.172
H -1.660 -1.981 0.643
H -1.506 -0.128 0.974
H -1.761 -0.718 -0.595
H -0.188 1.461 -2.331
H 0.324 0.289 -0.884

3.
DFT (ωB97M-V/def2-TZVPD) results for 2 unconnected molecules or ions with the total composition C5H13NO in a non-equilibrium geometry.

Values from the calculation:
Largest force on an atom: 2.8 eV Å⁻¹
Frontier orbital gap (alpha / beta): 0.414 / 0.273 hartree
Total charge: +1
ΔE to the lowest compared entry with this formula, charge and spin: 55.8 kJ/mol
Highest occupied orbital energy (alpha / beta): -14.764 / -14.758 eV
Molecular weight: 103.16 g/mol
Spin multiplicity: 2

Geometry (Å):
C -1.654 -0.656 1.300
C -0.595 0.370 0.975
C 0.819 -0.269 0.822
C 0.970 -0.753 -0.612
C 1.583 0.015 -1.592
N 0.623 -2.005 -0.782
H -1.406 -1.260 2.181
H -1.854 -1.415 0.541
H -2.569 -0.161 1.614
H -0.761 0.935 0.062
H -0.525 1.114 1.762
H 1.671 0.380 0.980
H 0.958 -1.095 1.507
H 1.933 1.004 -1.365
H 1.715 -0.388 -2.583
H 0.121 -2.460 -0.033
H 0.530 -2.412 -1.705
H -1.227 3.391 -1.169
H 0.116 2.553 -1.216
O -0.447 3.111 -0.685

4.
DFT (ωB97M-V/def2-TZVPD) results for 13 unconnected molecules or ions with the total composition C60H73N7O32S in a non-equilibrium geometry.

Values from the calculation:
Largest force on an atom: 4.7 eV Å⁻¹
Frontier orbital gap: 0.332 hartree
Total charge: 0
Highest occupied orbital energy: -9.913 eV
Molecular weight: 1436.33 g/mol

Geometry (Å):
C -14.101 29.342 28.383
O -12.735 29.248 28.656
C -11.841 29.614 27.660
O -12.196 29.979 26.513
O -10.610 29.583 28.174
C -9.562 30.112 27.378
H -14.579 30.226 28.805
H -14.623 28.504 28.845
H -14.296 29.226 27.317
H -8.641 30.337 27.916
H -9.904 31.122 27.153
H -9.359 29.488 26.508
C -19.807 39.980 33.825
O -21.159 40.332 33.998
C -21.568 40.912 35.147
O -20.828 41.109 36.102
O -22.852 41.151 35.009
C -23.508 42.035 35.866
H -19.046 40.690 34.147
H -19.611 39.889 32.757
H -19.526 39.080 34.372
H -24.562 42.085 35.593
H -23.093 43.042 35.925
H -23.530 41.692 36.901
C -11.020 35.462 22.429
O -10.193 35.772 21.289
C -8.840 35.544 21.377
O -8.240 35.131 22.361
O -8.338 35.822 20.148
C -6.928 35.977 20.122
H -11.993 34.993 22.285
H -11.227 36.385 22.970
H -10.494 34.748 23.062
H -6.722 35.922 19.053
H -6.365 35.206 20.648
H -6.681 37.002 20.398
C -27.335 23.264 20.577
O -27.144 22.251 19.620
C -27.158 20.954 19.905
O -27.143 20.335 20.984
O -27.297 20.340 18.764
C -27.603 18.959 18.764
H -26.371 23.551 20.998
H -28.139 23.184 21.309
H -27.621 24.131 19.983
H -28.665 18.792 18.946
H -26.953 18.476 19.493
H -27.313 18.460 17.839
C -18.711 34.082 26.052
O -19.128 32.691 25.801
C -19.544 32.357 24.589
O -19.271 32.981 23.543
O -20.180 31.177 24.653
C -20.859 30.731 23.527
H -19.578 34.739 25.976
H -17.975 34.503 25.367
H -18.284 34.221 27.045
H -21.443 31.573 23.154
H -21.468 29.862 23.776
H -20.221 30.445 22.691
C -24.372 22.437 27.435
C -23.914 23.479 28.257
C -23.927 23.384 29.624
C -24.571 22.306 30.191
C -25.054 21.216 29.379
C -24.960 21.294 28.035
N -24.815 22.280 31.694
O -24.840 23.338 32.349
O -25.170 21.186 32.212
H -24.160 22.393 26.377
H -23.591 24.359 27.721
H -23.564 24.186 30.250
H -25.404 20.306 29.843
H -25.173 20.508 27.326
C -18.766 25.816 13.384
C -19.386 26.503 14.405
C -20.053 25.858 15.466
C -20.089 24.456 15.526
C -19.525 23.774 14.441
C -18.847 24.439 13.340
N -20.729 23.747 16.642
O -20.863 22.568 16.511
O -20.998 24.241 17.741
H -18.184 26.400 12.688
H -19.216 27.567 14.484
H -20.613 26.456 16.169
H -19.637 22.704 14.348
H -18.445 23.803 12.566
C -12.153 44.814 29.952
C -11.406 43.733 29.535
C -12.086 42.586 29.097
C -13.504 42.557 29.032
C -14.224 43.670 29.419
C -13.564 44.785 29.900
N -14.207 41.417 28.412
O -15.422 41.606 28.222
O -13.600 40.348 28.343
H -11.733 45.765 30.246
H -10.331 43.821 29.497
H -11.494 41.781 28.687
H -15.303 43.699 29.395
H -14.094 45.683 30.180
C -17.265 22.966 24.150
C -17.513 24.077 23.406
C -16.647 24.439 22.379
C -15.577 23.645 21.987
C -15.371 22.493 22.737
C -16.167 22.168 23.855
N -14.827 23.983 20.813
O -15.246 24.866 20.065
O -13.802 23.321 20.533
H -17.850 22.704 25.019
H -18.440 24.589 23.615
H -17.037 25.290 21.840
H -14.617 21.795 22.405
H -16.038 21.308 24.496
C -20.551 37.208 14.965
C -19.884 36.623 16.028
C -20.553 36.709 17.259
C -21.786 37.317 17.413
C -22.385 37.889 16.293
C -21.787 37.838 15.082
N -22.311 37.531 18.809
O -23.257 38.312 18.977
O -21.691 37.089 19.805
H -20.157 37.135 13.962
H -18.896 36.194 15.958
H -20.083 36.324 18.152
H -23.338 38.394 16.359
H -22.298 38.279 14.239
C -13.580 31.414 17.674
C -12.810 31.375 16.513
C -11.430 31.140 16.673
C -10.945 30.559 17.821
C -11.797 30.436 18.933
C -13.103 30.890 18.880
N -9.496 30.208 17.911
O -8.779 30.327 16.904
O -9.128 29.731 19.009
H -14.603 31.758 17.626
H -13.095 31.772 15.550
H -10.836 31.320 15.789
H -11.476 30.054 19.891
H -13.786 30.756 19.706
C -27.178 33.113 11.997
C -25.833 32.929 12.138
C -25.243 32.814 13.388
C -26.068 32.927 14.554
C -27.454 32.921 14.366
C -27.995 32.965 13.104
N -25.510 32.857 15.908
O -24.391 32.285 16.023
O -26.268 33.198 16.826
H -27.568 33.232 10.997
H -25.253 32.965 11.228
H -24.170 32.791 13.503
H -28.161 32.864 15.181
H -29.069 32.858 13.066
O -27.320 30.711 26.366
S -28.145 31.583 25.485
O -28.395 31.313 24.070
O -29.585 31.859 26.179
C -30.635 32.371 25.495
C -31.509 32.951 26.605
C -27.319 33.281 25.521
H -31.029 31.789 24.662
H -30.293 33.246 24.942
H -30.900 33.492 27.330
H -32.019 32.081 27.019
H -32.327 33.578 26.250
H -26.505 33.249 24.797
H -27.038 33.509 26.549
H -28.091 33.979 25.200